Entry 1:
58
Properties=species:S:1:pos:R:3 method="wB97M-V/def2-TZVPD" orbital_gap_ev="6.7 / 6.0" lumo_ev="-5.310 / -6.037" de_lowest_kcal_mol=31.3 e_homo_ev="-11.9609 / -12.0386" multiplicity=2 charge=+1
Pt 0.637 -1.127 0.424
Cl 0.135 -2.807 5.434
C 1.015 -2.294 3.997
Cl -0.041 -2.472 2.574
H 1.891 -2.920 3.862
H 1.280 -1.249 4.094
F 2.648 -2.854 0.827
P 3.758 -1.659 1.106
F 4.050 -2.280 2.529
F 3.245 -0.987 -0.320
F 2.445 -0.760 1.857
F 4.662 -0.390 1.360
F 4.871 -2.471 0.367
C -0.014 -1.236 -4.837
C -1.228 -0.704 -4.414
C -1.568 -0.706 -3.077
C -0.692 -1.271 -2.132
C 0.537 -1.802 -2.571
C 0.865 -1.787 -3.909
N -0.975 -1.283 -0.782
C -2.236 -1.465 -0.277
C -2.529 -1.026 1.032
C -3.753 -1.285 1.603
C -4.726 -1.977 0.883
C -4.455 -2.411 -0.410
C -3.232 -2.164 -0.993
H 0.241 -1.231 -5.887
H -1.911 -0.281 -5.137
H -2.488 -0.244 -2.745
H 1.190 -2.283 -1.849
H 1.799 -2.223 -4.234
H -1.772 -0.484 1.581
H -3.960 -0.960 2.612
H -5.683 -2.186 1.338
H -5.199 -2.974 -0.957
H -3.006 -2.559 -1.973
C -0.413 1.738 -0.522
N 0.634 1.177 0.378
C 1.961 1.712 -0.063
N 1.945 3.156 -0.034
C 0.908 3.666 -0.925
N -0.407 3.182 -0.489
C -0.651 3.632 0.884
N 0.385 3.124 1.784
C 0.383 1.679 1.759
C 1.689 3.618 1.328
H -1.391 1.376 -0.198
H -0.220 1.399 -1.542
H 2.168 1.361 -1.074
H 2.737 1.345 0.606
H 1.097 3.320 -1.943
H 0.918 4.756 -0.910
H -1.629 3.271 1.210
H -0.646 4.721 0.916
H -0.591 1.319 2.098
H 1.166 1.304 2.419
H 2.472 3.247 1.991
H 1.687 4.707 1.351

Entry 2:
47
Properties=species:S:1:pos:R:3 method="wB97M-V/def2-TZVPD" orbital_gap_ev="5.6 / 5.6" lumo_ev="4.970 / 4.965" e_homo_ev="-0.6558 / -0.6558" multiplicity=5 charge=-2
C 2.409 -2.377 0.836
C 2.462 -2.428 -0.597
C 1.123 -2.408 -1.118
H 3.376 -2.539 -1.189
C 0.219 -2.358 0.009
C 1.019 -2.357 1.206
H 0.633 -2.401 2.230
H 3.249 -2.427 1.537
H 0.816 -2.496 -2.164
H -0.875 -2.400 -0.028
Fe 1.325 -0.446 0.169
Cl 2.536 0.870 1.509
C 1.608 2.491 -4.726
C 0.369 1.845 -5.069
C 0.683 0.603 -5.725
H -0.633 2.240 -4.892
C 2.114 0.480 -5.785
C 2.687 1.646 -5.167
H 3.753 1.863 -5.071
H 1.711 3.462 -4.239
H -0.040 -0.109 -6.128
H 2.669 -0.344 -6.239
C -1.330 0.427 -1.443
Si -1.616 0.576 0.409
C -2.056 2.356 0.681
C -3.052 -0.550 0.792
N -0.322 0.065 1.454
C -0.304 0.020 2.838
C 0.764 -0.510 3.665
C 0.664 -0.555 5.043
C -0.494 -0.076 5.674
C -1.524 0.451 4.886
C -1.429 0.515 3.533
H -2.246 0.730 -1.981
H -1.109 -0.599 -1.784
H -0.523 1.083 -1.820
H -2.957 2.620 0.111
H -2.245 2.605 1.731
H -1.247 3.017 0.335
H -2.841 -1.594 0.524
H -3.316 -0.541 1.855
H -3.941 -0.243 0.229
H 1.723 -0.894 3.247
H 1.464 -0.961 5.621
H -0.589 -0.115 6.775
H -2.425 0.825 5.346
H -2.260 0.938 2.919

Entry 3:
49
Properties=species:S:1:pos:R:3 method="wB97M-V/def2-TZVPD" smiles="CC(C)(Oc1ccc(Cl)cc1)C(=O)N[C@H]1[C@@H]2C[C@@H]3C[C@H]1C[C@](O)(C2)O3" orbital_gap_ev=9.8 lumo_ev=0.634 de_lowest_kcal_mol=20.5 e_homo_ev=-9.1407
C -3.134 0.434 1.288
C -1.620 0.224 1.160
C -1.121 -0.431 2.496
O -1.234 -0.634 0.033
C -1.699 -1.901 -0.116
C -0.943 -2.961 0.351
C -1.427 -4.269 0.230
C -2.659 -4.533 -0.280
Cl -3.172 -6.199 -0.360
C -3.407 -3.477 -0.786
C -2.928 -2.184 -0.717
C -0.882 1.610 1.028
O -1.186 2.608 1.656
N 0.230 1.726 0.152
C 1.258 2.716 0.220
C 1.998 2.491 1.561
C 3.010 3.631 1.635
C 3.999 3.574 0.437
C 3.230 3.793 -0.846
C 2.239 2.630 -0.989
C 2.986 1.290 -0.931
C 3.767 1.200 0.374
O 4.640 0.111 0.398
C 2.794 1.153 1.550
O 4.669 2.306 0.463
H -3.321 1.134 2.119
H -3.524 0.810 0.343
H -3.607 -0.527 1.576
H -1.179 0.285 3.331
H -1.696 -1.363 2.692
H -0.079 -0.744 2.416
H 0.050 -2.748 0.777
H -0.806 -5.107 0.575
H -4.369 -3.670 -1.253
H -3.524 -1.338 -1.135
H 0.433 0.882 -0.419
H 0.787 3.742 0.240
H 1.308 2.503 2.432
H 3.584 3.504 2.553
H 2.577 4.656 1.729
H 4.741 4.347 0.556
H 2.683 4.728 -0.747
H 3.893 3.865 -1.718
H 1.666 2.716 -1.900
H 3.653 1.157 -1.813
H 2.318 0.430 -0.954
H 5.499 0.450 0.580
H 2.116 0.305 1.434
H 3.318 1.005 2.510

Entry 4:
51
Properties=species:S:1:pos:R:3 method="wB97M-V/def2-TZVPD" orbital_gap_ev="7.5 / 7.5" lumo_ev="-3.565 / -3.531" de_lowest_kcal_mol=0.0 e_homo_ev="-11.0490 / -11.0407" multiplicity=2 charge=+1
Cu -0.991 0.260 -0.162
C -1.433 4.391 -0.863
C -1.581 2.930 -0.622
N -0.604 2.117 -0.467
N 0.707 2.470 -0.494
C 1.431 1.383 -0.280
O 0.935 0.203 -0.094
C 2.904 1.519 -0.277
C 3.692 0.387 -0.089
C 5.073 0.495 -0.082
C 5.670 1.735 -0.262
C 4.887 2.866 -0.451
C 3.507 2.762 -0.459
C -2.909 2.266 -0.530
C -4.108 2.940 -0.661
C -5.295 2.226 -0.555
C -5.255 0.863 -0.323
C -4.016 0.252 -0.203
N -2.883 0.935 -0.303
H -0.378 4.645 -0.907
H -1.905 4.961 -0.060
H -1.911 4.676 -1.801
H 3.211 -0.571 0.051
H 5.685 -0.385 0.064
H 6.749 1.821 -0.257
H 5.355 3.831 -0.591
H 2.887 3.635 -0.604
H -4.114 4.005 -0.842
H -6.244 2.737 -0.655
H -6.158 0.277 -0.237
H -3.914 -0.811 -0.026
C 1.082 -3.314 2.192
N -0.196 -2.755 1.761
C -1.098 -2.279 2.806
C -0.468 -2.478 0.474
O -1.342 -1.600 0.179
N 0.176 -3.142 -0.507
C 0.079 -2.622 -1.866
C 0.511 -4.561 -0.394
H 1.445 -2.725 3.032
H 1.808 -3.240 1.388
H 0.997 -4.355 2.507
H -0.517 -2.095 3.707
H -1.864 -3.022 3.032
H -1.580 -1.354 2.506
H 0.309 -1.559 -1.880
H -0.911 -2.789 -2.295
H 0.822 -3.133 -2.474
H 0.074 -4.985 0.506
H 1.588 -4.727 -0.382
H 0.090 -5.084 -1.252

Entry 5:
68
Properties=species:S:1:pos:R:3 method="wB97M-V/def2-TZVPD" orbital_gap_ev=10.4 lumo_ev=-0.108 e_homo_ev=-10.5041
C -0.598 -0.746 -1.887
C 0.544 0.317 -2.174
C 1.103 -0.022 -3.604
C 2.524 0.599 -3.883
O 2.353 1.622 -4.901
S 3.344 2.919 -4.644
O 2.957 3.624 -3.389
O 2.803 3.991 -5.866
F 3.869 4.195 -6.778
H -0.946 -0.633 -0.844
H -0.134 -1.751 -2.011
H -1.414 -0.583 -2.624
H 1.316 0.305 -1.380
H 0.051 1.315 -2.239
H 0.411 0.432 -4.351
H 1.081 -1.117 -3.817
H 3.134 -0.207 -4.356
H 3.017 0.954 -2.957
C 0.662 5.357 -2.671
C -0.518 4.643 -2.084
O -1.476 5.679 -1.943
C -1.199 6.586 -2.921
O -1.944 7.440 -3.271
O 0.034 6.383 -3.448
F -0.235 4.139 -0.855
H 1.295 5.816 -1.907
H 1.279 4.708 -3.295
H -0.927 3.851 -2.717
C -1.493 -0.569 3.537
C -0.095 -1.107 3.589
O -0.153 -2.218 2.704
C -1.113 -1.918 1.788
O -1.251 -2.486 0.753
O -1.887 -0.884 2.198
F 0.220 -1.550 4.827
H -2.161 -1.074 4.240
H -1.538 0.502 3.719
H 0.671 -0.406 3.247
C 4.769 -2.485 6.025
C 3.588 -3.130 6.692
O 2.688 -2.049 6.850
C 2.956 -1.183 5.835
O 2.234 -0.308 5.498
O 4.153 -1.457 5.252
F 3.914 -3.613 7.918
H 5.459 -2.037 6.744
H 5.321 -3.176 5.391
H 3.113 -3.918 6.103
C -0.588 -5.623 -3.482
C 0.864 -5.722 -3.116
O 1.472 -4.795 -3.999
C 0.533 -3.846 -4.254
O 0.765 -2.784 -4.732
O -0.704 -4.258 -3.883
F 1.357 -6.959 -3.371
H -0.851 -6.272 -4.320
H -1.248 -5.843 -2.644
H 1.089 -5.444 -2.083
C -5.617 1.202 2.138
C -6.303 2.034 3.182
O -5.380 2.008 4.258
C -4.151 1.863 3.696
O -3.127 2.064 4.261
O -4.240 1.465 2.402
F -7.465 1.463 3.587
H -5.814 0.134 2.261
H -5.886 1.495 1.125
H -6.488 3.069 2.884

| no. | DFT total energy (Eh) |
| --- | --- |
| 1 | -2992.34093 |
| 2 | -2806.56385 |
| 3 | -1554.34242 |
| 4 | -2802.98842 |
| 5 | -3089.97145 |